[1]
C6H15N3 | the ωB97M-V functional and the def2-TZVPD basis

Its frontier orbital gap is 8.038 eV. For the HOMO energy, the calculation gives -7.8572 eV. The calculation puts the energy above the lowest of the compared OMol25 structures with the same formula, charge and spin at 59.4 kcal per mole. Its multiplicity is 1.

Last column: Mulliken charge in e.
Element x y z (Å)
C: 1.3417 0.5261 -0.3823  0.28
C: 1.1164 1.6725 0.6098  -0.41
C: 1.1484 1.2012 2.0613  -1.21
N: 1.2411 0.7797 -1.7574  -0.85
H: -0.7842 -1.4372 -2.3284  0.29
H: 1.1800 1.7808 -1.9353  0.26
H: 0.4343 -0.2062 -0.1372  -0.27
H: 2.2634 -0.0264 -0.1526  0.33
H: 1.8794 2.4416 0.4466  0.32
H: 0.1378 2.1149 0.3880  0.28
H: 0.4202 0.4090 2.2343  0.28
H: 0.9236 2.0144 2.7475  0.34
H: 2.1280 0.7963 2.3124  0.33
C: -1.3184 -0.6048 -0.6429  0.49
N: -2.1074 0.4281 -0.1552  -0.42
C: -1.3960 -1.8568 0.1408  -0.26
C: -0.7254 -2.9688 -0.1395  -0.81
N: -1.0516 -0.5388 -1.9418  -0.72
H: -2.0750 0.6148 0.8327  0.24
H: -2.1678 1.2362 -0.7546  0.29
H: 0.1154 0.2378 -2.0817  0.42
H: -1.9422 -1.7801 1.0744  0.30
H: -0.0782 -3.0477 -1.0028  0.24
H: -0.6835 -3.7866 0.5638  0.26

=====

[2]
C3H2N2O | the ωB97M-V functional and the def2-TZVPD basis

As for the SMILES: O=C1N=CC=N1. Its frontier orbital gap is 9.164 eV. For the HOMO energy, the calculation gives -10.7406 eV. The calculation puts the energy above the lowest of the compared OMol25 structures with the same formula, charge and spin at 40.7 kcal per mole. Its multiplicity is 1.

Last column: Mulliken charge in e.
Element x y z (Å)
C: -0.1737 -1.2631 0.2592  0.38
C: -0.2913 0.5760 -0.8667  -0.08
C: 0.6333 0.6931 0.2334  0.04
H: -0.4915 1.4354 -1.2927  0.46
H: 0.8862 1.7534 0.8553  0.29
N: -0.9647 -0.5032 -0.9037  -0.41
N: 0.8380 -0.4062 0.9889  -0.35
O: -0.4362 -2.2855 0.7262  -0.32

=====

[3]
C16H28InN2O3Te | the ωB97M-V functional and the def2-TZVPD basis

The net charge is +1. Its frontier orbital gap is 8.068 eV. For the HOMO energy, the calculation gives -11.1504 eV. The calculation puts the energy above the lowest of the compared OMol25 structures with the same formula, charge and spin at 49.7 kcal per mole. Its multiplicity is 1.

Last column: Mulliken charge in e.
Element x y z (Å)
In: -0.1114 0.1405 -0.0354  0.98
C: -3.7342 -0.1948 3.4665  -1.69
C: -2.5160 0.3037 2.7041  1.22
C: -1.3895 0.7474 3.6395  -1.46
O: -1.9760 -0.7042 1.8501  -0.38
C: -2.8883 1.5293 1.8753  0.48
O: -3.8073 2.2822 2.1200  -0.68
O: -2.1118 1.7598 0.8652  -0.46
H: -3.4756 -1.0559 4.0778  0.42
H: -4.5276 -0.4699 2.7760  0.48
H: -4.1086 0.5977 4.1071  0.37
H: -0.9791 -0.1294 4.1351  0.39
H: -1.7758 1.4382 4.3824  0.39
H: -0.6049 1.2358 3.0601  0.23
H: -2.6906 -1.2937 1.5793  0.29
C: 2.3965 -1.6835 1.6014  -1.15
N: 2.3160 -0.9787 0.3297  0.21
C: 3.1947 0.1829 0.3654  -1.04
C: 2.6213 -1.8535 -0.7991  -0.77
C: 1.4205 -2.7194 -1.1801  -0.87
N: 0.3235 -1.9475 -1.7591  0.29
C: -0.9334 -2.6737 -1.6298  -1.18
C: 0.5590 -1.6703 -3.1706  -1.13
H: 3.4269 -1.9513 1.8636  0.36
H: 1.7975 -2.5910 1.5706  0.34
H: 1.9938 -1.0395 2.3835  0.35
H: 4.2422 -0.0903 0.5433  0.39
H: 2.8670 0.8479 1.1688  0.34
H: 3.1235 0.7235 -0.5800  0.27
H: 3.4716 -2.5113 -0.5694  0.34
H: 2.9024 -1.2218 -1.6429  0.44
H: 1.0462 -3.2015 -0.2755  0.45
H: 1.7539 -3.5077 -1.8685  0.38
H: -0.9144 -3.6336 -2.1596  0.40
H: -1.7357 -2.0609 -2.0442  0.35
H: -1.1444 -2.8682 -0.5755  0.35
H: 0.6313 -2.5963 -3.7568  0.37
H: 1.4786 -1.1043 -3.2977  0.31
H: -0.2681 -1.0770 -3.5591  0.31
Te: -2.8399 3.5342 0.0331  0.39
C: -1.0879 3.2367 -1.1801  -0.46
C: -1.1477 2.5202 -2.3673  -0.27
C: 0.0226 2.1928 -3.0380  -0.44
C: 1.2513 2.5762 -2.5193  -0.53
C: 1.3096 3.2985 -1.3370  -0.46
C: 0.1415 3.6361 -0.6720  -0.18
H: -2.1098 2.2259 -2.7688  0.40
H: -0.0283 1.6610 -3.9777  0.53
H: 2.1651 2.3269 -3.0413  0.45
H: 2.2597 3.6252 -0.9401  0.46
H: 0.1902 4.2067 0.2471  0.41

=====

[4]
C4H12 | the ωB97M-V functional and the def2-TZVPD basis

As for the SMILES: CC.CC. Its frontier orbital gap is 12.316 eV. For the HOMO energy, the calculation gives -11.2064 eV. The calculation puts the energy above the lowest of the compared OMol25 structures with the same formula, charge and spin at 35.2 kcal per mole. Its multiplicity is 1.

Last column: Mulliken charge in e.
Element x y z (Å)
C: -1.5228 -0.2142 0.8244  -0.80
C: -2.8492 -0.2519 1.7475  -1.08
H: -1.3737 -1.3716 0.4299  0.26
H: -1.5941 0.5475 0.0608  0.32
H: -0.6634 -0.3273 1.4854  0.34
H: -3.6469 -0.4811 1.0581  0.28
H: -3.0922 0.6206 2.3269  0.34
H: -2.6334 -0.9757 2.4619  0.34
C: 1.5301 -0.0376 -1.2413  -0.44
C: 2.8870 0.5611 -1.3012  -0.97
H: 1.4325 -0.9750 -1.8325  0.27
H: 0.9656 -0.2120 -0.2572  0.03
H: 0.8117 0.6990 -1.8476  0.20
H: 3.1089 1.2345 -0.5601  0.36
H: 2.8876 1.1238 -2.2423  0.24
H: 3.5271 -0.2270 -1.2600  0.31

=====

[5]
C35H41BrF21INO12S | the ωB97M-V functional and the def2-TZVPD basis

The net charge is +1. Its frontier orbital gap is 6.323 eV. For the HOMO energy, the calculation gives -11.4446 eV. Its multiplicity is 1.

Last column: Mulliken charge in e.
Element x y z (Å)
C: -1.4449 3.8299 0.9759  -0.57
C: -0.0943 3.4188 0.6749  -0.45
C: 0.3676 1.9386 1.0534  0.42
C: 0.9861 1.8833 2.5156  -0.12
C: 1.4369 0.4939 2.9971  -0.72
I: 2.3300 0.3213 4.9858  0.14
C: 1.2082 -0.7590 2.0419  0.49
Br: 1.8251 -2.4291 2.9013  -0.04
N: 0.6279 -0.6481 0.7112  0.62
C: 0.4241 -1.9220 -0.0850  -1.22
C: -1.1671 -2.2153 -0.3648  -0.37
C: -1.5980 -3.5736 0.3958  -0.34
S: -3.3794 -3.5925 0.9609  -0.18
C: 0.2198 0.6594 0.1489  0.06
C: -0.3978 0.7995 -1.3198  0.76
F: -0.2580 2.1137 -1.8879  -0.24
F: -1.8176 0.5661 -1.3519  -0.21
F: 0.2877 0.0144 -2.3155  -0.23
H: -2.2911 3.1023 0.6841  0.25
H: -1.6418 4.8522 1.4436  0.28
H: 0.5875 4.1770 0.1506  0.33
H: 1.1098 2.7915 3.1783  0.17
H: 0.7759 -2.8647 0.4444  0.66
H: 1.0354 -1.9090 -1.0703  0.18
H: -1.7298 -1.3554 0.1679  0.34
H: -1.4193 -2.1999 -1.4793  0.18
H: -0.9664 -3.7142 1.3580  0.30
H: -1.3675 -4.4529 -0.3080  0.24
H: -3.8690 -2.3025 0.8093  0.11
C: -7.2106 -6.7503 -3.5007  -1.09
C: -5.9976 -7.5748 -3.8854  -0.23
O: -4.7870 -6.9278 -3.4610  -0.27
C: -4.4680 -7.0661 -2.1565  0.09
O: -5.1291 -7.6777 -1.3581  -0.52
C: -3.1416 -6.3725 -1.8552  1.16
F: -3.0737 -5.1290 -2.3825  -0.22
F: -2.0885 -7.0542 -2.3568  -0.28
F: -2.9107 -6.2354 -0.5348  -0.24
H: -7.1233 -5.7337 -3.8931  0.30
H: -8.1244 -7.2038 -3.8893  0.39
H: -7.3035 -6.6642 -2.4155  0.29
H: -5.9435 -7.6599 -4.9729  0.33
H: -6.0537 -8.5905 -3.4846  0.32
C: 5.0495 0.5784 -0.0718  -0.99
C: 5.8967 -0.0987 0.9883  -0.20
O: 6.8262 0.8298 1.5661  -0.31
C: 6.3244 1.6658 2.5002  0.37
O: 5.1719 1.6735 2.8527  -0.39
C: 7.4249 2.5624 3.0631  0.82
F: 8.1952 3.1046 2.0954  -0.22
F: 8.2589 1.8851 3.8793  -0.26
F: 6.9426 3.5917 3.7840  -0.23
H: 5.6841 1.0531 -0.8246  0.33
H: 4.3956 -0.1451 -0.5639  0.35
H: 4.4276 1.3662 0.3609  0.23
H: 6.4901 -0.8927 0.5297  0.34
H: 5.2812 -0.5628 1.7644  0.27
C: -1.2569 -4.3586 -4.6623  -0.70
C: -1.2423 -3.3466 -5.7914  -0.34
O: -0.5920 -3.8873 -6.9502  -0.33
C: -1.3348 -4.7246 -7.7088  0.38
O: -2.4722 -5.0315 -7.4610  -0.50
C: -0.5415 -5.1871 -8.9290  0.86
F: 0.7101 -5.5827 -8.6115  -0.25
F: -0.4107 -4.2035 -9.8449  -0.25
F: -1.1189 -6.2251 -9.5616  -0.24
H: -0.2429 -4.7063 -4.4457  0.33
H: -1.6832 -3.9219 -3.7580  0.12
H: -1.8439 -5.2407 -4.9280  0.29
H: -0.6662 -2.4690 -5.4885  0.29
H: -2.2498 -3.0012 -6.0393  0.35
C: -8.6449 -2.6312 4.7680  -1.11
C: -8.6287 -1.6187 3.6395  -0.19
O: -7.9739 -2.1584 2.4809  -0.30
C: -8.7134 -2.9961 1.7199  0.33
O: -9.8505 -3.3048 1.9635  -0.50
C: -7.9160 -3.4567 0.5017  0.91
F: -6.6637 -3.8513 0.8207  -0.25
F: -7.7829 -2.4730 -0.4155  -0.27
F: -8.4889 -4.4946 -0.1351  -0.25
H: -7.6313 -2.9773 4.9873  0.29
H: -9.0745 -2.1949 5.6720  0.38
H: -9.2301 -3.5138 4.5002  0.32
H: -8.0544 -0.7409 3.9444  0.31
H: -9.6358 -1.2745 3.3890  0.32
C: 8.6498 5.5697 0.1897  -1.15
C: 7.3548 5.0527 -0.4078  0.02
O: 6.7046 6.0798 -1.1711  -0.36
C: 7.1939 6.2943 -2.4130  0.34
O: 8.1205 5.6908 -2.8882  -0.49
C: 6.3841 7.3739 -3.1277  0.86
F: 6.1674 8.4565 -2.3505  -0.24
F: 5.1664 6.9227 -3.5028  -0.25
F: 6.9864 7.8224 -4.2440  -0.24
H: 8.4671 6.4734 0.7772  0.32
H: 9.1073 4.8160 0.8315  0.34
H: 9.3664 5.8385 -0.5897  0.36
H: 6.6681 4.7738 0.3952  0.20
H: 7.5171 4.1598 -1.0184  0.29
C: 1.6835 8.8960 6.0875  -1.12
C: 1.8547 7.5276 6.7175  -0.18
O: 1.4601 6.4920 5.8016  -0.30
C: 2.3616 6.1677 4.8512  -0.09
O: 3.4389 6.6893 4.7322  -0.50
C: 1.8343 5.0278 3.9823  1.35
F: 0.5582 5.2247 3.5845  -0.26
F: 1.8491 3.8384 4.6402  -0.28
F: 2.5554 4.8493 2.8589  -0.20
H: 0.6593 9.0274 5.7283  0.31
H: 1.9107 9.6838 6.8081  0.38
H: 2.3405 9.0198 5.2235  0.32
H: 1.2013 7.4421 7.5885  0.31
H: 2.8787 7.3663 7.0650  0.32

=====

[6]
C4H7N3 | the ωB97M-V functional and the def2-TZVPD basis

As for the SMILES: CNc1cc[nH]n1. Its frontier orbital gap is 9.330 eV. For the HOMO energy, the calculation gives -8.2654 eV. The calculation puts the energy above the lowest of the compared OMol25 structures with the same formula, charge and spin at 38.7 kcal per mole. Its multiplicity is 1.

Last column: Mulliken charge in e.
Element x y z (Å)
C: -0.8289 -1.0059 1.7241  -0.88
N: -1.2615 0.0912 0.8469  -0.18
C: -0.4803 0.4453 -0.2721  0.59
N: -0.5758 1.4858 -1.1209  -0.73
N: 0.7168 1.4003 -1.8988  0.02
C: 1.4487 0.3979 -1.4001  -0.67
C: 0.7048 -0.2960 -0.5019  -0.34
H: 0.2443 -0.9241 1.9288  0.33
H: -1.3346 -0.9543 2.6984  0.30
H: -1.0130 -2.0142 1.3175  0.29
H: -2.2422 0.3185 0.9141  0.25
H: 1.2630 2.1093 -2.4237  0.26
H: 2.5095 0.2668 -1.5742  0.37
H: 0.8492 -1.3207 -0.2381  0.39

=====

[7]
C15H27GdN2O4P2 | the ωB97M-V functional and the def2-TZVPD basis

The net charge is +2. Its frontier orbital gap (alpha / beta) is 9.244 / 5.872 eV. For the HOMO energy (alpha / beta), the calculation gives -15.4714 / -15.4644 eV. Its multiplicity is 8.

Last column: Mulliken charge in e.
Element x y z (Å)
Gd: -0.6602 -0.8314 -0.0066  0.32
P: -1.6011 1.3265 -1.5105  0.85
C: -0.6372 0.8528 -3.0229  -1.29
C: 0.8499 0.6798 -2.7285  0.72
N: 1.2354 0.3000 -1.4769  0.33
C: 2.5708 0.3521 -1.1963  0.23
C: 3.5324 0.6538 -2.1587  -0.80
C: 3.1449 0.9028 -3.4795  -0.60
C: 1.7686 0.9398 -3.7488  -0.88
C: 3.0711 0.1523 0.2269  -1.02
P: 1.7962 -0.6782 1.2718  1.09
H: 1.3594 1.2358 -4.7205  0.46
H: 4.5729 0.6783 -1.8217  0.48
H: 3.8869 1.0900 -4.2640  0.44
H: 3.9979 -0.4590 0.2417  0.56
H: 3.2993 1.1398 0.6846  0.47
H: -1.0777 -0.0737 -3.4515  0.44
H: -0.7724 1.6819 -3.7412  0.55
H: -1.1549 -4.2705 -1.0268  0.33
O: -0.9266 -3.7266 -1.8054  -0.56
H: -0.9849 -4.3613 -2.5478  0.29
H: -0.8982 -3.7746 2.2654  0.30
O: -0.2877 -4.4551 1.9238  -0.61
H: -0.3481 -5.1936 2.5645  0.31
C: 2.4152 -2.3750 1.0252  -1.52
H: 3.4499 -2.3642 1.3602  0.46
H: 1.8115 -3.0820 1.5989  0.43
H: 2.3787 -2.6062 -0.0460  0.43
C: 2.4446 -0.2695 2.9235  -1.23
H: 1.8006 -0.7984 3.6351  0.42
H: 3.4748 -0.6221 2.9933  0.44
H: 2.3792 0.8208 3.0500  0.41
C: -1.5381 3.1377 -1.6844  -1.32
H: -1.9925 3.3817 -2.6428  0.48
H: -2.1155 3.5509 -0.8566  0.41
H: -0.4949 3.4587 -1.6452  0.38
C: -3.2589 1.0269 -2.1998  -1.32
H: -3.9782 1.3438 -1.4345  0.41
H: -3.3644 1.6323 -3.0998  0.43
H: -3.3601 -0.0434 -2.4343  0.43
O: -1.9128 -1.4193 1.7906  -0.72
C: -2.0354 -0.2210 2.2713  0.66
C: -2.8820 0.1778 3.4542  -0.50
C: -2.5972 1.6632 3.5808  -0.38
C: -1.6316 1.9970 2.4222  0.10
O: -1.1325 3.0473 2.0820  -0.58
N: -1.3641 0.7828 1.7055  0.01
H: -3.9327 -0.0773 3.2542  0.32
H: -2.5980 -0.4407 4.3170  0.33
H: -3.5266 2.2423 3.5434  0.30
H: -2.1751 1.8940 4.5649  0.29